{
  "formula": "C52H83N9O8S4",
  "method": "ωB97M-V with the def2-TZVPD basis set",
  "symbols": ["C", "C", "C", "C", "N", "H", "H", "H", "H", "H", "H", "H", "C", "C", "C", "C", "N", "H", "H", "H", "H", "H", "H", "H", "C", "C", "C", "C", "N", "H", "H", "H", "H", "H", "H", "H", "C", "C", "C", "S", "O", "O", "C", "H", "H", "H", "H", "H", "H", "H", "H", "C", "C", "C", "S", "O", "O", "C", "H", "H", "H", "H", "H", "H", "H", "H", "C", "C", "C", "S", "O", "O", "C", "H", "H", "H", "H", "H", "H", "H", "H", "C", "C", "C", "S", "O", "O", "C", "H", "H", "H", "H", "H", "H", "H", "H", "N", "C", "C", "C", "C", "H", "H", "H", "H", "H", "N", "C", "C", "C", "C", "H", "H", "H", "H", "H", "N", "C", "C", "C", "C", "H", "H", "H", "H", "H", "N", "C", "C", "C", "C", "H", "H", "H", "H", "H", "N", "C", "C", "C", "C", "H", "H", "H", "H", "H", "N", "C", "C", "C", "C", "H", "H", "H", "H", "H"],
  "positions_angstrom": [[2.41, -3.23, -0.15], [3.08, -3.27, 1.22], [3.16, -4.71, 1.73], [4.11, -4.91, 2.81], [4.90, -5.07, 3.63], [2.45, -2.26, -0.64], [1.34, -3.44, -0.03], [2.87, -3.94, -0.84], [2.51, -2.63, 1.89], [4.09, -2.87, 1.10], [3.51, -5.31, 0.88], [2.24, -5.16, 2.13], [-0.17, 3.10, 4.23], [-1.23, 3.92, 3.52], [-0.69, 4.98, 2.54], [0.23, 5.91, 3.21], [0.95, 6.64, 3.73], [0.70, 2.86, 3.61], [-0.59, 2.20, 4.67], [0.28, 3.66, 5.06], [-1.86, 4.43, 4.26], [-1.95, 3.27, 3.02], [-1.54, 5.53, 2.14], [-0.13, 4.59, 1.69], [-3.34, 3.43, -0.33], [-3.05, 3.65, -1.81], [-2.37, 5.01, -2.07], [-3.17, 6.09, -1.42], [-3.72, 6.94, -0.88], [-4.14, 4.08, 0.03], [-2.48, 3.70, 0.31], [-3.44, 2.39, -0.04], [-4.00, 3.56, -2.33], [-2.40, 2.88, -2.20], [-2.35, 5.34, -3.11], [-1.35, 5.08, -1.71], [-5.10, -3.29, -1.19], [-4.88, -4.15, -2.44], [-3.40, -4.08, -2.78], [-2.43, -3.47, -1.33], [-1.98, -2.10, -1.49], [-1.42, -4.37, -0.87], [-3.90, -3.51, -0.26], [-6.01, -3.52, -0.63], [-5.26, -2.22, -1.31], [-5.48, -3.82, -3.29], [-5.24, -5.16, -2.25], [-3.16, -3.52, -3.68], [-3.00, -5.08, -2.91], [-3.84, -2.85, 0.60], [-3.98, -4.53, 0.13], [2.29, -3.38, -5.57], [2.34, -2.57, -4.27], [1.15, -3.03, -3.40], [-0.21, -3.22, -4.60], [-0.94, -1.96, -4.66], [-0.90, -4.48, -4.31], [0.87, -3.40, -6.10], [2.54, -4.40, -5.29], [3.01, -2.98, -6.27], [2.20, -1.52, -4.52], [3.29, -2.63, -3.74], [0.83, -2.33, -2.63], [1.29, -4.04, -3.04], [0.63, -2.53, -6.72], [0.58, -4.28, -6.67], [-0.92, -3.00, 2.82], [-2.12, -3.60, 3.54], [-1.57, -4.66, 4.49], [-0.01, -3.92, 5.17], [1.11, -4.84, 5.10], [-0.37, -3.27, 6.43], [0.12, -2.63, 3.88], [-1.10, -2.13, 2.19], [-0.53, -3.73, 2.10], [-2.88, -4.00, 2.88], [-2.62, -2.80, 4.10], [-1.30, -5.53, 3.89], [-2.15, -4.96, 5.35], [1.16, -2.39, 3.69], [-0.26, -1.72, 4.36], [5.17, 5.58, 2.99], [4.24, 5.24, 4.13], [3.89, 3.77, 3.98], [3.67, 3.55, 2.14], [2.26, 3.64, 1.81], [4.43, 2.40, 1.72], [4.52, 5.14, 1.69], [6.15, 5.10, 3.11], [5.51, 6.61, 3.00], [3.32, 5.83, 4.07], [4.70, 5.41, 5.11], [2.97, 3.48, 4.49], [4.72, 3.11, 4.24], [3.80, 5.87, 1.33], [5.26, 4.94, 0.91], [-3.76, -0.75, -3.44], [-3.89, 0.37, -2.67], [-5.04, 1.04, -3.08], [-5.54, 0.32, -4.17], [-4.79, -0.82, -4.34], [-2.92, -1.32, -3.43], [-3.14, 0.54, -1.91], [-5.48, 1.93, -2.67], [-6.43, 0.57, -4.73], [-4.74, -1.50, -5.18], [-2.16, 0.28, 1.49], [-1.88, 0.32, 2.82], [-3.08, 0.43, 3.50], [-4.09, 0.49, 2.53], [-3.52, 0.30, 1.28], [-1.47, 0.20, 0.76], [-0.86, 0.21, 3.15], [-3.26, 0.58, 4.55], [-5.13, 0.65, 2.77], [-3.91, 0.26, 0.28], [0.70, 2.09, 0.14], [0.09, 2.17, -1.07], [-0.23, 0.92, -1.51], [0.20, 0.03, -0.49], [0.77, 0.77, 0.52], [1.02, 2.88, 0.69], [-0.12, 3.14, -1.50], [-0.75, 0.64, -2.42], [-0.01, -1.03, -0.40], [1.21, 0.51, 1.47], [2.52, -0.70, 5.11], [3.10, -0.04, 4.06], [4.26, -0.72, 3.74], [4.30, -1.91, 4.51], [3.16, -1.90, 5.28], [1.68, -0.42, 5.57], [2.81, 0.94, 3.73], [5.00, -0.42, 3.02], [5.02, -2.71, 4.52], [2.79, -2.59, 6.02], [2.79, 0.69, -2.54], [3.37, 0.79, -3.77], [4.74, 0.65, -3.61], [4.97, 0.48, -2.23], [3.75, 0.54, -1.58], [1.81, 0.83, -2.34], [2.71, 0.86, -4.62], [5.46, 0.69, -4.41], [5.95, 0.25, -1.85], [3.50, 0.40, -0.55], [-1.41, 0.81, -5.06], [-0.07, 0.87, -5.42], [0.35, 2.14, -5.18], [-0.72, 2.93, -4.66], [-1.78, 2.05, -4.68], [-2.03, 0.02, -5.15], [0.40, -0.01, -5.83], [1.35, 2.53, -5.29], [-0.72, 3.97, -4.39], [-2.80, 2.23, -4.39]],
  "e_lumo_ev": 0.204
}

=====

{
  "formula": "C3H10O3",
  "method": "ωB97M-V with the def2-TZVPD basis set",
  "symbols": ["C", "C", "C", "O", "H", "H", "H", "H", "H", "H", "O", "H", "H", "O", "H", "H"],
  "positions_angstrom": [[1.86, -0.16, -0.38], [0.59, 0.35, -1.01], [0.59, 1.46, -1.81], [0.37, 2.72, -1.26], [1.92, -1.25, -0.28], [2.21, 0.18, 0.61], [2.70, -0.01, -1.06], [-0.15, -0.36, -1.41], [0.97, 1.52, -2.82], [-0.49, 2.65, -0.83], [-6.68, 1.96, 2.03], [-5.72, 1.88, 2.15], [-6.78, 1.92, 1.07], [2.78, -3.92, 1.46], [3.36, -4.65, 1.22], [2.46, -4.30, 2.30]],
  "relative_energy_kcal_mol": 98.8,
  "e_lumo_ev": -0.097
}

=====

{
  "formula": "C38H42N7O4P2RhSe",
  "method": "ωB97M-V with the def2-TZVPD basis set",
  "symbols": ["Rh", "O", "N", "C", "C", "C", "C", "C", "C", "C", "P", "C", "C", "C", "C", "C", "C", "C", "C", "C", "C", "C", "C", "H", "H", "H", "H", "H", "H", "H", "H", "H", "H", "H", "H", "H", "H", "H", "H", "Se", "N", "C", "C", "C", "C", "C", "N", "C", "C", "N", "C", "C", "C", "C", "C", "N", "H", "H", "H", "H", "H", "H", "C", "O", "P", "O", "C", "O", "C", "H", "H", "H", "H", "H", "H", "H", "H", "H", "N", "C", "C", "N", "C", "C", "H", "H", "H", "H", "H", "H", "H", "H", "H", "H", "H"],
  "positions_angstrom": [[-0.07, 0.00, 0.66], [-1.86, 0.71, 2.76], [-1.94, 0.86, 1.37], [-2.83, 1.67, 0.95], [-3.19, 1.96, -0.43], [-4.41, 2.63, -0.60], [-4.91, 2.90, -1.86], [-4.18, 2.52, -2.98], [-2.95, 1.89, -2.83], [-2.45, 1.59, -1.57], [-0.83, 0.78, -1.53], [0.21, 1.85, -2.55], [0.46, 3.13, -2.03], [1.26, 4.03, -2.71], [1.82, 3.67, -3.93], [1.53, 2.43, -4.48], [0.74, 1.52, -3.80], [-1.09, -0.77, -2.44], [-0.01, -1.44, -3.03], [-0.22, -2.60, -3.77], [-1.51, -3.12, -3.89], [-2.57, -2.48, -3.28], [-2.37, -1.32, -2.54], [-2.57, 1.23, 3.19], [-3.45, 2.18, 1.69], [-4.98, 2.93, 0.27], [-5.86, 3.41, -1.97], [-4.57, 2.70, -3.97], [-2.38, 1.61, -3.71], [-0.03, 3.43, -1.10], [1.45, 5.02, -2.30], [2.47, 4.36, -4.46], [1.92, 2.18, -5.46], [0.51, 0.57, -4.26], [1.00, -1.06, -2.93], [0.61, -3.09, -4.25], [-1.67, -4.02, -4.47], [-3.58, -2.88, -3.39], [-3.21, -0.83, -2.07], [1.40, -7.14, -1.59], [2.36, -5.65, -1.58], [1.60, -4.70, -1.11], [2.03, -3.31, -0.96], [3.29, -2.84, -1.34], [3.57, -1.50, -1.17], [2.60, -0.66, -0.64], [1.40, -1.11, -0.28], [1.12, -2.41, -0.43], [-0.21, -2.80, -0.06], [-1.00, -1.82, 0.43], [-2.25, -2.10, 0.77], [-2.78, -3.38, 0.64], [-1.99, -4.39, 0.15], [-0.67, -4.10, -0.21], [0.26, -5.09, -0.75], [-0.03, -6.35, -0.93], [4.00, -3.52, -1.78], [4.54, -1.09, -1.45], [2.77, 0.40, -0.54], [-2.85, -1.28, 1.15], [-3.81, -3.56, 0.94], [-2.36, -5.40, 0.03], [2.25, -2.73, 3.44], [1.51, -1.93, 2.47], [0.53, -0.76, 2.88], [-0.38, -1.35, 4.02], [-1.36, -2.41, 3.89], [1.39, 0.26, 3.72], [1.29, 0.54, 5.15], [2.32, -3.74, 3.03], [1.73, -2.76, 4.40], [3.24, -2.31, 3.57], [-1.61, -2.71, 4.90], [-0.95, -3.25, 3.34], [-2.25, -2.03, 3.39], [2.28, 0.84, 5.48], [0.98, -0.35, 5.70], [0.57, 1.33, 5.32], [2.35, 4.36, 2.42], [3.21, 3.42, 1.62], [2.55, 2.04, 1.57], [1.18, 2.08, 1.00], [0.36, 3.03, 1.77], [0.97, 4.43, 1.84], [2.77, 5.30, 2.44], [2.31, 4.05, 3.39], [4.19, 3.34, 2.09], [3.34, 3.85, 0.63], [2.49, 1.61, 2.56], [3.18, 1.39, 0.97], [1.23, 2.39, 0.03], [0.23, 2.63, 2.78], [-0.63, 3.12, 1.32], [0.36, 5.09, 2.44], [1.06, 4.86, 0.84]],
  "e_lumo_ev": -10.928,
  "total_charge": 4
}

=====

{
  "formula": "C29H47N2O5RuSSiTe",
  "method": "ωB97M-V with the def2-TZVPD basis set",
  "symbols": ["Ru", "C", "C", "C", "C", "C", "C", "C", "C", "C", "C", "N", "C", "C", "C", "C", "C", "N", "H", "H", "H", "H", "H", "H", "H", "H", "H", "H", "H", "H", "H", "H", "H", "H", "H", "C", "O", "C", "O", "H", "H", "H", "C", "C", "C", "C", "O", "Si", "S", "O", "C", "C", "C", "C", "O", "C", "C", "C", "C", "H", "H", "H", "H", "H", "H", "H", "H", "H", "H", "H", "H", "H", "H", "H", "H", "H", "H", "H", "H", "H", "H", "H", "H", "H", "H", "H", "Te"],
  "positions_angstrom": [[-0.14, -1.84, -1.11], [-1.95, -2.94, -5.09], [-0.79, -1.95, -4.98], [-1.27, -0.55, -4.72], [-1.33, 0.36, -5.77], [-1.87, 1.63, -5.59], [-2.32, 1.99, -4.33], [-2.25, 1.12, -3.25], [-2.54, 1.67, -1.87], [-1.36, 2.50, -1.38], [-1.75, -0.19, -3.44], [-1.75, -1.16, -2.44], [-2.98, -1.55, -1.93], [-2.99, -2.56, -0.95], [-4.01, -3.29, -0.31], [-3.35, -4.18, 0.59], [-2.00, -3.96, 0.46], [-1.77, -2.98, -0.47], [-1.59, -3.93, -5.39], [-2.68, -2.61, -5.84], [-2.45, -3.03, -4.13], [-0.19, -1.95, -5.90], [-0.13, -2.27, -4.17], [-0.96, 0.06, -6.74], [-1.93, 2.33, -6.42], [-2.72, 2.99, -4.16], [-2.74, 0.86, -1.17], [-3.44, 2.29, -1.92], [-0.46, 1.89, -1.29], [-1.56, 2.93, -0.39], [-1.15, 3.32, -2.07], [-3.90, -1.20, -2.39], [-5.07, -3.18, -0.48], [-3.82, -4.89, 1.25], [-1.17, -4.42, 0.98], [1.26, -5.74, -1.64], [0.84, -4.39, -1.84], [0.93, -3.53, -0.77], [1.49, -3.87, 0.25], [0.42, -6.39, -1.88], [1.57, -5.90, -0.61], [2.10, -5.95, -2.31], [-1.67, 3.81, 2.96], [-0.74, 2.66, 3.35], [0.18, 3.08, 4.49], [-1.57, 1.44, 3.76], [0.06, 2.40, 2.21], [0.76, 0.99, 1.66], [-0.58, -0.36, 0.90], [1.57, 0.49, 3.03], [2.23, -0.74, 3.32], [1.20, -1.77, 3.79], [2.97, -1.27, 2.09], [3.22, -0.42, 4.43], [1.85, 1.51, 0.54], [2.70, 2.64, 0.48], [3.76, 2.30, -0.57], [1.89, 3.85, 0.02], [3.36, 2.91, 1.83], [-2.33, 4.08, 3.79], [-2.28, 3.51, 2.11], [-1.08, 4.68, 2.67], [-0.39, 3.26, 5.41], [0.71, 4.00, 4.23], [0.91, 2.29, 4.67], [-2.24, 1.71, 4.59], [-0.92, 0.62, 4.08], [-2.16, 1.08, 2.92], [0.47, -1.96, 3.01], [0.69, -1.39, 4.68], [1.70, -2.71, 4.05], [2.27, -1.53, 1.30], [3.53, -2.17, 2.35], [3.66, -0.51, 1.71], [2.69, 0.02, 5.28], [3.96, 0.30, 4.08], [3.73, -1.32, 4.77], [3.28, 2.05, -1.51], [4.33, 1.43, -0.25], [4.44, 3.14, -0.72], [1.44, 3.65, -0.95], [2.53, 4.73, -0.06], [1.09, 4.05, 0.74], [3.93, 2.04, 2.15], [2.61, 3.12, 2.59], [4.04, 3.77, 1.75], [1.98, -0.98, -2.14]],
  "multiplicity": 6,
  "relative_energy_kcal_mol": 0.0,
  "e_lumo_ev": [4.337, 4.327],
  "total_charge": -2
}

=====

Please write out number 2 again, unchanged.
{
  "formula": "C3H10O3",
  "method": "ωB97M-V with the def2-TZVPD basis set",
  "symbols": ["C", "C", "C", "O", "H", "H", "H", "H", "H", "H", "O", "H", "H", "O", "H", "H"],
  "positions_angstrom": [[1.86, -0.16, -0.38], [0.59, 0.35, -1.01], [0.59, 1.46, -1.81], [0.37, 2.72, -1.26], [1.92, -1.25, -0.28], [2.21, 0.18, 0.61], [2.70, -0.01, -1.06], [-0.15, -0.36, -1.41], [0.97, 1.52, -2.82], [-0.49, 2.65, -0.83], [-6.68, 1.96, 2.03], [-5.72, 1.88, 2.15], [-6.78, 1.92, 1.07], [2.78, -3.92, 1.46], [3.36, -4.65, 1.22], [2.46, -4.30, 2.30]],
  "relative_energy_kcal_mol": 98.8,
  "e_lumo_ev": -0.097
}